{"formula": "C40H53BIrN6O4Te", "method": "ωB97M-V/def2-TZVPD", "largest_force_ev_per_a": 4.133, "e_above_lowest_kj_mol": 401.0, "total_charge": 1, "gap_ev": [4.2, 4.2], "homo_energy_ev": [-9.6, -9.6], "e_tot_ev": -70273.316, "elements": ["Ir", "C", "C", "C", "C", "N", "N", "B", "N", "N", "C", "C", "C", "C", "C", "C", "C", "C", "N", "N", "C", "C", "C", "C", "C", "C", "C", "C", "C", "C", "C", "C", "H", "H", "H", "H", "H", "H", "H", "H", "H", "H", "H", "H", "H", "H", "H", "H", "H", "H", "H", "H", "H", "H", "H", "H", "H", "H", "H", "H", "H", "H", "H", "H", "H", "H", "H", "H", "H", "H", "H", "H", "O", "C", "O", "C", "C", "C", "C", "O", "C", "O", "C", "C", "H", "H", "H", "H", "H", "C", "Te", "C", "C", "C", "C", "C", "C", "C", "H", "H", "H", "H", "H", "H", "H", "H"], "xyz": [[0.658370, -0.822766, -0.540167], [1.594070, -3.339866, 4.412533], [1.186970, -2.198266, 3.558133], [0.615470, -1.007566, 3.964933], [0.416070, -0.263866, 2.802033], [0.834170, -0.983766, 1.758233], [1.312570, -2.156166, 2.218433], [1.944770, -3.228166, 1.307633], [3.032370, -2.572066, 0.447133], [2.792770, -1.442866, -0.235567], [3.940170, -1.014466, -0.765967], [4.947670, -1.915866, -0.426267], [4.333670, -2.896066, 0.338133], [4.923870, -4.118566, 0.936933], [4.027970, 0.279534, -1.520167], [3.244970, 0.145934, -2.832267], [5.490570, 0.633334, -1.798567], [3.399470, 1.365934, -0.637767], [0.849370, -3.792866, 0.393833], [0.083070, -3.002366, -0.380167], [-0.822830, -3.769166, -0.993667], [-0.621730, -5.092166, -0.597367], [0.451470, -5.071166, 0.274633], [1.110670, -6.216166, 0.949333], [-1.902830, -3.281266, -1.917367], [-3.247730, -3.453066, -1.192167], [-1.702130, -1.810966, -2.270767], [-1.874930, -4.121966, -3.201767], [-0.140630, 1.128534, 2.747233], [0.629570, 2.002834, 3.745733], [0.035370, 1.723934, 1.360233], [-1.636530, 1.097334, 3.079533], [1.375970, -3.110166, 5.452433], [2.658870, -3.534966, 4.305733], [1.051070, -4.239766, 4.132033], [0.371070, -0.731466, 4.969133], [2.402770, -4.083666, 1.963933], [5.978170, -1.872966, -0.710067], [5.984870, -4.168766, 0.708233], [4.435370, -5.003666, 0.531433], [4.786870, -4.116666, 2.016733], [3.750170, -0.532766, -3.515567], [3.139570, 1.111734, -3.322467], [2.242370, -0.253266, -2.637067], [5.955570, -0.116266, -2.431767], [6.043070, 0.693434, -0.863767], [5.558170, 1.594334, -2.301967], [2.349770, 1.117134, -0.452967], [3.454770, 2.335934, -1.125967], [3.910370, 1.425034, 0.322533], [-1.180730, -5.949666, -0.903767], [0.669470, -7.146966, 0.605433], [0.997870, -6.152166, 2.029833], [2.173370, -6.230166, 0.717833], [-3.252930, -2.864466, -0.274767], [-3.414530, -4.496266, -0.931167], [-4.060930, -3.118366, -1.832867], [-1.755830, -1.198666, -1.361067], [-2.481530, -1.473066, -2.951267], [-0.743030, -1.655266, -2.769167], [-2.018730, -5.175866, -2.975867], [-0.917630, -4.001766, -3.706267], [-2.663830, -3.806266, -3.881367], [1.699970, 1.892834, 3.584433], [0.408170, 1.727534, 4.771533], [0.368470, 3.048534, 3.604333], [1.075270, 1.990934, 1.194433], [-0.574930, 2.617834, 1.258033], [-0.285430, 0.990134, 0.608333], [-1.826730, 0.536934, 3.989833], [-2.188230, 0.622134, 2.267533], [-2.006030, 2.112834, 3.208333], [-0.020630, 0.923334, -3.985467], [-0.021930, 1.457534, -2.899167], [-0.052930, 0.865534, -1.747967], [-0.011730, 2.964034, -2.766967], [-0.271430, 3.775834, -3.866967], [-0.139530, 5.160434, -3.791067], [0.229470, 5.701134, -2.577367], [0.467270, 6.993334, -2.225967], [0.897070, 6.969534, -0.879867], [0.793270, 5.648334, -0.391267], [0.443170, 4.880634, -1.462367], [0.339470, 3.517934, -1.531967], [-0.550130, 3.302434, -4.796767], [-0.285930, 5.791734, -4.650267], [0.268470, 7.639234, -0.276567], [1.946070, 7.307234, -0.819867], [0.577370, 2.897034, -0.690567], [-3.599930, 3.469734, -0.540767], [-2.744230, 1.598934, -1.186867], [-4.487130, 0.769934, -0.201267], [-5.151330, 1.864034, 0.570433], [-6.216930, 1.593534, 1.420833], [-6.860230, 2.629434, 2.073033], [-6.432030, 3.936534, 1.898733], [-5.354130, 4.207534, 1.078133], [-4.714730, 3.173934, 0.406933], [-3.995130, 3.972434, -1.424767], [-2.838930, 4.115334, -0.102567], [-4.204730, -0.061266, 0.449733], [-5.168030, 0.378634, -0.961167], [-6.552830, 0.575434, 1.554733], [-7.700030, 2.421334, 2.716133], [-6.948330, 4.745734, 2.390033], [-5.015230, 5.223634, 0.941533]], "forces_ev_per_angstrom": [[1.4, -1.9, 2.8], [0.1, -0.1, -0.2], [-0.3, 0.4, 0.1], [0.2, -0.3, -0.5], [-0.3, 0.5, 0.1], [-0.2, 0.0, -2.5], [0.3, -0.7, 0.2], [-0.4, 0.5, -0.3], [0.0, -0.6, 0.3], [-2.3, 0.8, -0.6], [0.2, 0.4, -0.3], [-0.5, -0.1, 0.1], [0.0, 0.4, -0.2], [-0.1, 0.0, 0.1], [-0.1, 0.2, -0.2], [0.0, -0.1, 0.2], [-0.3, -0.1, 0.1], [0.1, -0.2, -0.1], [0.5, -0.3, 0.3], [0.7, 2.4, -0.2], [-0.3, 0.1, -0.4], [0.3, 0.4, 0.2], [-0.4, 0.1, -0.4], [0.1, 0.1, 0.1], [-0.1, 0.2, -0.1], [0.2, 0.0, -0.1], [0.1, -0.4, 0.0], [0.1, 0.1, 0.2], [-0.1, 0.3, -0.2], [-0.1, -0.2, -0.1], [0.1, -0.4, 0.2], [0.1, -0.1, 0.0], [0.0, 0.0, 0.0], [0.1, -0.1, 0.1], [0.0, -0.1, 0.0], [0.0, 0.2, 0.2], [0.2, -0.3, 0.2], [0.2, 0.1, 0.0], [0.0, 0.0, 0.0], [0.0, -0.1, 0.0], [0.1, -0.1, 0.1], [0.0, -0.1, -0.1], [0.0, 0.1, 0.0], [0.1, 0.1, -0.2], [0.1, -0.1, -0.1], [0.1, 0.1, 0.1], [0.0, 0.1, -0.1], [0.0, 0.3, 0.0], [-0.1, 0.1, -0.1], [0.0, 0.0, 0.1], [-0.1, -0.2, -0.1], [0.0, 0.0, 0.0], [0.0, -0.1, 0.1], [0.1, -0.1, 0.0], [-0.1, 0.0, 0.1], [-0.1, -0.1, 0.0], [-0.1, 0.0, 0.0], [-0.1, 0.1, 0.0], [0.0, 0.1, 0.0], [0.0, 0.1, -0.1], [0.0, -0.1, 0.0], [0.0, 0.0, -0.1], [-0.1, 0.0, 0.0], [0.1, 0.1, 0.0], [0.0, 0.0, 0.2], [-0.1, 0.1, 0.0], [0.2, 0.0, -0.1], [-0.1, 0.0, -0.1], [-0.2, 0.7, 0.2], [0.0, 0.0, 0.2], [-0.1, 0.0, 0.0], [-0.1, 0.1, 0.0], [0.0, -0.5, 0.3], [0.1, 1.8, -1.7], [1.7, -3.2, 2.0], [0.0, -0.3, -0.2], [0.1, -0.3, 0.2], [0.1, 0.4, 0.2], [0.1, -0.8, 0.5], [-0.3, 0.0, -0.5], [0.5, 1.0, 0.6], [0.0, -0.3, 0.2], [-0.1, 0.2, -0.7], [0.2, 0.4, 0.1], [0.0, 0.0, -0.1], [-0.1, 0.1, -0.2], [0.1, -0.2, -0.2], [-0.3, -0.2, -0.1], [0.0, -0.1, 0.1], [0.3, 0.2, -0.6], [-1.3, 0.2, 0.8], [0.0, -0.5, -0.4], [0.1, 0.2, 0.1], [0.0, 0.2, 0.0], [0.0, -0.1, 0.1], [0.0, 0.1, 0.0], [-0.1, -0.1, 0.1], [0.0, -0.2, 0.1], [0.1, 0.0, 0.0], [0.1, -0.1, 0.0], [0.1, 0.1, -0.1], [0.1, 0.0, 0.1], [0.0, -0.1, 0.0], [-0.1, 0.0, 0.1], [0.0, 0.1, 0.1], [0.0, 0.1, 0.0]], "lowdin_charge": [1.450, -0.001, -0.239, 0.055, -0.212, 0.052, 0.033, -0.500, 0.039, 0.025, -0.218, 0.068, -0.231, 0.003, -0.537, -0.021, -0.038, -0.032, 0.031, 0.033, -0.217, 0.056, -0.235, 0.003, -0.540, -0.020, -0.091, -0.023, -0.535, -0.026, -0.105, -0.014, 0.092, 0.089, 0.088, 0.126, 0.114, 0.121, 0.093, 0.087, 0.088, 0.098, 0.101, 0.041, 0.089, 0.092, 0.095, 0.021, 0.099, 0.101, 0.123, 0.093, 0.088, 0.082, 0.088, 0.088, 0.094, 0.015, 0.106, 0.072, 0.082, 0.097, 0.095, 0.094, 0.084, 0.094, 0.079, 0.092, -0.017, 0.087, 0.080, 0.097, 0.089, -0.689, -0.380, -0.172, -0.002, 0.033, -0.190, 0.051, -0.144, 0.038, -0.191, 0.036, 0.125, 0.123, 0.143, 0.144, 0.081, -0.404, 1.453, -0.425, -0.298, -0.040, -0.080, -0.079, -0.040, -0.296, 0.060, 0.055, 0.045, 0.057, 0.114, 0.103, 0.104, 0.116]}